Record 1
Entry from the OMol25 dataset: C27H23BrIN4O5PtS as an isolated structure (ωB97M-V/def2-TZVPD).

Summary:
Total charge: +1
Frontier orbital gap (alpha / beta), eV: 7.04 / 5.44
E_LUMO (alpha / beta), eV: -4.23 / -6.46
Spin multiplicity: 5
ΔE to the lowest compared entry with this formula, charge and spin, eV: 0.159
Max |F|, eV Å⁻¹: 0.74

CARTESIAN COORDINATES (ANGSTROEM)
Pt: -0.39 -1.21 -1.73
O: 0.41 -4.23 -4.26
C: -0.03 -3.75 -3.25
O: -0.48 -2.48 -3.24
C: -0.18 -4.53 -1.95
C: -1.45 -4.18 -1.17
C: -1.74 -5.23 -0.10
C: -0.62 -4.93 0.93
C: 0.08 -3.73 0.29
O: -1.02 -3.04 -0.36
C: 0.93 -4.19 -0.91
C: 1.87 -3.10 -1.39
O: 2.95 -3.31 -1.87
O: 1.45 -1.84 -1.17
H: -0.17 -5.58 -2.24
H: -2.30 -3.89 -1.78
H: -1.69 -6.24 -0.50
H: -2.72 -5.07 0.34
H: 0.07 -5.76 1.07
H: -1.03 -4.66 1.90
H: 0.59 -3.05 0.97
H: 1.56 -5.04 -0.67
S: -2.61 -0.94 -1.77
C: -2.68 -0.06 -0.29
N: -3.92 0.09 0.21
N: -4.13 0.62 1.38
C: -3.30 0.74 2.53
C: -3.47 1.86 3.33
C: -2.72 1.99 4.49
C: -1.81 1.01 4.84
C: -1.66 -0.12 4.05
C: -2.41 -0.27 2.89
N: -1.60 0.56 0.24
N: -0.46 0.30 -0.39
C: 0.55 1.14 -0.16
C: 1.80 0.97 -0.95
C: 2.88 2.04 -0.80
C: 2.70 3.08 0.37
C: 1.41 3.04 1.08
C: 0.42 2.17 0.84
H: -5.09 0.93 1.49
H: -4.17 2.63 3.04
H: -2.85 2.87 5.11
H: -1.23 1.11 5.75
H: -0.98 -0.91 4.34
H: -2.33 -1.17 2.29
H: 2.20 -0.03 -0.75
H: 3.84 1.54 -0.75
H: 3.53 3.08 1.09
H: 1.24 3.80 1.84
H: -0.51 2.21 1.39
Br: -0.79 4.87 -0.39
C: 2.82 4.17 -0.69
C: 2.90 5.53 -0.87
C: 3.09 5.95 -2.18
C: 3.22 5.04 -3.23
C: 3.16 3.66 -3.02
C: 2.93 3.26 -1.72
I: 1.27 0.66 -3.04
H: 2.83 6.25 -0.06
H: 3.15 7.01 -2.40
H: 3.39 5.41 -4.23
H: 3.31 2.97 -3.85

Atom charges from the natural (NBO) analysis, given in e for atoms 1 to 4:
1. Pt 1.211
2. O -0.531
3. C 0.776
4. O -0.762


Record 2
Entry from the OMol25 dataset: a 3-piece molecular cluster, C28H33F2N8O4S overall in a non-equilibrium geometry (ωB97M-V/def2-TZVPD).

Summary:
Total charge: +1
Frontier orbital gap, eV: 5.95
E_LUMO, eV: -4.81
Max |F|, eV Å⁻¹: 10.61

CARTESIAN COORDINATES (ANGSTROEM)
C: 7.24 0.49 0.65
C: 6.01 0.15 1.71
O: 6.25 -0.51 2.88
O: 4.59 0.52 1.44
C: 4.24 -0.28 0.23
N: 2.88 -0.93 0.29
S: 2.81 -2.59 0.91
C: 1.68 -0.37 -0.07
N: 0.44 -1.23 0.10
C: -0.61 -0.24 -0.34
C: -2.18 -0.71 -0.30
C: -2.34 -1.58 1.12
C: -2.64 -0.75 2.50
C: -2.82 -1.45 3.98
C: -2.71 -3.10 4.11
C: -2.39 -3.94 2.72
C: -2.20 -3.21 1.23
C: -1.87 -4.16 -0.07
N: 0.06 1.06 -0.74
C: -0.86 2.17 -1.19
C: -1.19 2.20 -2.80
C: -1.53 0.74 -3.47
N: -0.29 -0.14 -3.65
N: 1.47 1.03 -0.59
N: 2.32 2.09 -0.84
C: 2.34 2.53 -2.29
O: 1.83 3.76 -2.55
F: 2.89 1.77 -3.44
C: 2.17 3.24 0.13
O: 3.16 4.17 0.15
F: 1.08 3.43 1.11
H: 7.33 1.65 0.45
H: 8.22 0.06 1.14
H: 7.03 -0.08 -0.35
H: 5.04 -1.16 0.17
H: 4.37 0.37 -0.74
H: 3.78 -3.38 0.27
H: -2.35 -1.49 -1.19
H: -2.94 0.17 -0.31
H: -2.72 0.44 2.48
H: -3.04 -0.85 4.97
H: -2.86 -3.67 5.14
H: -2.29 -5.12 2.80
H: -1.41 -3.52 -0.94
H: -2.82 -4.78 -0.37
H: -1.04 -4.96 0.22
H: -1.89 2.06 -0.60
H: -0.47 3.26 -0.91
H: -2.18 2.86 -2.92
H: -0.38 2.71 -3.47
H: -2.43 0.16 -2.94
H: -1.91 0.96 -4.58
H: 0.58 0.36 -3.32
H: -0.42 -1.03 -3.12
N: 2.74 7.69 -4.61
C: 2.69 6.83 -3.57
C: 2.70 7.23 -2.24
C: 2.77 8.59 -1.96
C: 2.83 9.50 -3.01
C: 2.81 9.01 -4.31
H: 2.64 5.78 -3.84
H: 2.65 6.49 -1.45
H: 2.78 8.94 -0.93
H: 2.89 10.57 -2.83
H: 2.85 9.68 -5.16
N: -4.56 -6.77 2.86
C: -5.00 -8.04 2.79
C: -6.18 -8.48 3.36
C: -6.96 -7.56 4.06
C: -6.52 -6.24 4.16
C: -5.33 -5.90 3.54
H: -4.36 -8.72 2.23
H: -6.49 -9.51 3.27
H: -7.89 -7.86 4.53
H: -7.10 -5.50 4.69
H: -4.95 -4.88 3.58

Atom charges from the Löwdin analysis, given in e for atoms 1 to 4:
1. C -0.004
2. C -0.269
3. O 0.005
4. O -0.085


Record 3
Entry from the OMol25 dataset: C22H37O3SiTm as an isolated structure in a non-equilibrium geometry (ωB97M-V/def2-TZVPD).

Summary:
Total charge: 0
Frontier orbital gap (alpha / beta), eV: 5.77 / 5.79
E_LUMO (alpha / beta), eV: 0.32 / 0.32
Spin multiplicity: 3
Max |F|, eV Å⁻¹: 3.36

CARTESIAN COORDINATES (ANGSTROEM)
O: -0.26 0.30 -0.42
C: -1.70 0.73 -0.39
C: -1.80 0.81 -1.90
H: -1.77 1.69 0.13
H: -2.32 -0.06 0.06
C: -0.29 0.54 -1.90
H: -2.11 1.80 -2.26
H: -2.38 0.00 -2.34
C: 0.46 1.79 -2.26
H: 0.15 2.62 -1.62
H: 0.23 2.07 -3.30
H: 1.55 1.64 -2.19
C: 0.17 -0.67 -2.67
H: -0.48 -1.53 -2.49
H: 1.20 -0.95 -2.41
H: 0.14 -0.46 -3.75
Tm: 0.91 -0.96 1.15
C: 0.84 -3.44 1.15
C: -0.17 -3.03 2.10
C: -1.22 -2.38 1.36
H: -0.21 -3.24 3.17
C: -0.86 -2.40 -0.01
C: 0.41 -3.02 -0.14
H: 0.94 -3.25 -1.09
H: 1.74 -4.05 1.35
H: -2.15 -2.02 1.80
H: -1.53 -2.13 -0.82
C: 3.29 -0.20 1.88
C: 3.33 -0.71 0.50
C: 2.70 0.25 -0.31
H: 3.94 -1.52 0.16
C: 2.21 1.31 0.53
C: 2.49 1.02 1.85
H: 2.29 1.61 2.73
H: 4.09 -0.30 2.63
H: 2.78 0.31 -1.39
H: 1.81 2.24 0.14
O: -4.08 3.40 -2.77
C: -4.01 3.29 -4.21
C: -5.10 4.17 -4.86
H: -4.16 2.23 -4.50
H: -2.99 3.58 -4.53
C: -6.12 4.37 -3.71
H: -5.54 3.70 -5.74
H: -4.66 5.14 -5.14
C: -5.24 4.24 -2.46
H: -6.86 3.57 -3.74
H: -6.63 5.34 -3.77
H: -5.77 3.80 -1.60
H: -4.89 5.24 -2.15
C: 4.82 -2.78 3.22
Si: 3.17 -2.29 3.99
C: 2.30 -3.90 4.34
C: 3.31 -1.30 5.57
O: 2.23 -1.44 2.85
H: 5.46 -3.36 3.91
H: 5.39 -1.91 2.86
H: 4.61 -3.43 2.36
H: 2.86 -4.52 5.06
H: 1.30 -3.73 4.77
H: 2.20 -4.49 3.42
H: 3.82 -0.34 5.45
H: 2.32 -1.09 6.00
H: 3.88 -1.89 6.31

Atom charges from the natural (NBO) analysis, given in e for atoms 1 to 4:
1. O -0.611
2. C -0.054
3. C -0.468
4. H 0.197


Record 4
Entry from the OMol25 dataset: a 7-piece molecular cluster, C4H22NO7S2 overall in a non-equilibrium geometry (ωB97M-V/def2-TZVPD).

Summary:
Total charge: -1
Frontier orbital gap, eV: 8.31
E_LUMO, eV: 2.92
ΔE to the lowest compared entry with this formula, charge and spin, eV: 0.114
Max |F|, eV Å⁻¹: 4.66

CARTESIAN COORDINATES (ANGSTROEM)
S: -1.19 1.13 -4.19
S: 0.47 0.39 -3.59
C: 0.43 -0.70 -2.13
C: 1.65 -0.25 -1.25
C: 1.69 -1.41 -0.22
O: 3.06 -1.37 0.29
N: 1.16 0.94 -0.58
C: 2.13 1.56 0.33
H: -1.77 1.89 -3.25
H: 0.39 -1.78 -2.31
H: -0.46 -0.52 -1.52
H: 2.54 -0.11 -1.85
H: 1.03 -1.32 0.63
H: 1.57 -2.50 -0.44
H: 0.24 0.84 -0.13
H: 1.95 1.43 1.40
H: 3.11 1.25 0.00
H: 2.04 2.65 0.21
H: -1.77 0.49 0.09
H: -2.29 1.89 0.51
O: -1.54 1.49 0.08
H: -1.03 3.43 -0.79
H: -0.34 2.83 -1.83
O: -0.95 3.60 -1.75
H: -1.40 -1.76 1.59
H: -2.24 -1.64 -0.35
O: -2.02 -1.04 0.39
H: -3.22 -0.41 1.04
H: -3.26 -0.21 2.50
O: -3.85 0.01 1.76
H: 0.23 -1.44 3.09
H: -1.46 -2.83 2.88
O: -0.91 -2.45 2.20
H: 3.24 -2.11 0.91
H: 1.74 -1.06 2.84
O: 1.00 -0.93 3.44

Atom charges from the natural (NBO) analysis, given in e for atoms 1 to 4:
1. S -0.158
2. S 0.071
3. C -0.555
4. C -0.072


Repeat the first record exactly.
Entry from the OMol25 dataset: C27H23BrIN4O5PtS as an isolated structure (ωB97M-V/def2-TZVPD).

Summary:
Total charge: +1
Frontier orbital gap (alpha / beta), eV: 7.04 / 5.44
E_LUMO (alpha / beta), eV: -4.23 / -6.46
Spin multiplicity: 5
ΔE to the lowest compared entry with this formula, charge and spin, eV: 0.159
Max |F|, eV Å⁻¹: 0.74

CARTESIAN COORDINATES (ANGSTROEM)
Pt: -0.39 -1.21 -1.73
O: 0.41 -4.23 -4.26
C: -0.03 -3.75 -3.25
O: -0.48 -2.48 -3.24
C: -0.18 -4.53 -1.95
C: -1.45 -4.18 -1.17
C: -1.74 -5.23 -0.10
C: -0.62 -4.93 0.93
C: 0.08 -3.73 0.29
O: -1.02 -3.04 -0.36
C: 0.93 -4.19 -0.91
C: 1.87 -3.10 -1.39
O: 2.95 -3.31 -1.87
O: 1.45 -1.84 -1.17
H: -0.17 -5.58 -2.24
H: -2.30 -3.89 -1.78
H: -1.69 -6.24 -0.50
H: -2.72 -5.07 0.34
H: 0.07 -5.76 1.07
H: -1.03 -4.66 1.90
H: 0.59 -3.05 0.97
H: 1.56 -5.04 -0.67
S: -2.61 -0.94 -1.77
C: -2.68 -0.06 -0.29
N: -3.92 0.09 0.21
N: -4.13 0.62 1.38
C: -3.30 0.74 2.53
C: -3.47 1.86 3.33
C: -2.72 1.99 4.49
C: -1.81 1.01 4.84
C: -1.66 -0.12 4.05
C: -2.41 -0.27 2.89
N: -1.60 0.56 0.24
N: -0.46 0.30 -0.39
C: 0.55 1.14 -0.16
C: 1.80 0.97 -0.95
C: 2.88 2.04 -0.80
C: 2.70 3.08 0.37
C: 1.41 3.04 1.08
C: 0.42 2.17 0.84
H: -5.09 0.93 1.49
H: -4.17 2.63 3.04
H: -2.85 2.87 5.11
H: -1.23 1.11 5.75
H: -0.98 -0.91 4.34
H: -2.33 -1.17 2.29
H: 2.20 -0.03 -0.75
H: 3.84 1.54 -0.75
H: 3.53 3.08 1.09
H: 1.24 3.80 1.84
H: -0.51 2.21 1.39
Br: -0.79 4.87 -0.39
C: 2.82 4.17 -0.69
C: 2.90 5.53 -0.87
C: 3.09 5.95 -2.18
C: 3.22 5.04 -3.23
C: 3.16 3.66 -3.02
C: 2.93 3.26 -1.72
I: 1.27 0.66 -3.04
H: 2.83 6.25 -0.06
H: 3.15 7.01 -2.40
H: 3.39 5.41 -4.23
H: 3.31 2.97 -3.85

Atom charges from the natural (NBO) analysis, given in e for atoms 1 to 4:
1. Pt 1.211
2. O -0.531
3. C 0.776
4. O -0.762


Which of these has the lowest max |F|?
C27H23BrIN4O5PtS


Among the records above, which one has the lowest max |F|?
C27H23BrIN4O5PtS


The lowest total charge belongs to which entry?
C4H22NO7S2